83
Properties=species:S:1:pos:R:3:forces:R:3:mulliken_charge:R:1 method="wB97M-V/def2-TZVPD" total_energy_ha=-5021.58854 max_force_ev_per_a=0.88 charge=-1
C -0.569 -2.296 4.745 -0.0050 -0.3241 0.4256 -0.595
C -0.531 -3.425 3.721 0.0727 0.2559 -0.0926 -0.738
C 0.184 -3.002 2.421 -0.0340 -0.1731 0.1824 -0.826
N -0.161 -1.639 2.057 -0.0427 0.0520 -0.5787 -0.057
B 0.724 -0.795 1.144 0.1261 -0.2765 0.4409 0.406
C -0.180 0.550 0.866 0.0342 -0.2434 0.2364 -0.692
Br 0.554 1.840 -0.448 -0.0540 0.0322 -0.1544 -0.212
C -0.634 1.257 2.165 0.0149 0.5048 -0.2847 0.847
C -0.088 2.663 2.440 -0.0386 -0.3045 0.3164 -1.075
P 0.937 -1.795 -0.544 -0.8667 -0.1090 -0.0525 1.088
O -0.396 -2.342 -0.928 0.1687 0.0947 0.0115 -0.850
O 2.060 -2.956 -0.513 0.1483 0.2678 -0.2523 -0.495
O 1.527 -0.901 -1.786 0.2294 -0.3156 -0.0261 -0.487
P 2.390 -0.360 2.110 0.0521 0.4270 -0.2378 0.976
O 3.018 0.972 1.863 -0.0254 -0.1157 -0.0014 -0.841
O 3.494 -1.532 1.887 -0.0291 0.0193 -0.0632 -0.595
O 2.084 -0.505 3.705 -0.0601 0.0096 -0.0457 -0.584
H -1.276 -2.506 5.550 0.0163 -0.0402 -0.0323 0.412
H -0.878 -1.368 4.275 0.0439 -0.0425 0.0427 -0.137
H 0.414 -2.146 5.198 0.0254 0.0789 -0.1308 0.227
H -0.028 -4.299 4.147 -0.0665 -0.0590 -0.0944 0.353
H -1.553 -3.734 3.472 -0.0045 0.0465 0.0349 0.329
H -0.091 -3.719 1.633 0.1504 0.0390 -0.0356 0.283
H 1.268 -3.097 2.552 -0.0121 0.1844 0.0380 0.336
H -1.087 -1.652 1.638 -0.0417 -0.1045 0.0699 0.070
H -1.068 0.187 0.344 0.0375 0.0512 -0.0454 0.550
H -1.725 1.358 2.109 0.0075 -0.1530 0.2038 0.469
H -0.386 0.599 3.002 -0.0468 -0.1703 -0.1490 -0.847
H 1.001 2.698 2.393 -0.0270 -0.0181 -0.1613 0.378
H -0.381 2.946 3.459 0.0956 0.0597 -0.1598 0.374
H -0.545 3.366 1.748 0.2739 0.1337 0.0889 0.001
H 2.773 -2.742 -1.132 0.2414 -0.1947 0.1827 0.253
H 0.792 -0.340 -2.064 0.1532 0.1523 0.0485 0.046
H 4.315 -1.087 1.634 0.0020 -0.0663 0.0565 0.314
H 2.224 0.372 4.083 0.0523 -0.0241 0.0499 0.311
C -2.845 3.209 -0.995 -0.0518 0.0174 0.0264 -0.896
C -2.336 4.535 -0.479 0.1231 -0.2385 -0.1493 0.754
O -1.924 4.660 0.660 -0.2150 0.2756 0.0541 -0.676
N -2.330 5.586 -1.346 -0.0661 0.0132 0.0668 -0.170
C -2.754 5.602 -2.729 0.0423 0.0395 0.0233 -0.836
H -2.764 2.487 -0.188 0.0221 0.0019 -0.0059 -0.037
H -3.887 3.281 -1.314 0.0024 0.0049 -0.0232 0.478
H -2.245 2.860 -1.836 -0.0119 0.0048 0.0121 0.221
H -1.968 6.436 -0.945 0.0327 -0.0117 0.0007 0.240
H -1.929 5.874 -3.390 -0.0030 -0.0444 -0.0157 0.270
H -3.567 6.316 -2.883 -0.0207 -0.0240 -0.0003 0.269
H -3.106 4.618 -3.021 0.0154 0.0051 -0.0357 0.325
C -4.539 1.196 6.288 0.0108 -0.0646 0.0396 -1.425
C -3.305 0.622 5.621 0.2549 0.1934 -0.3289 0.935
O -2.996 -0.551 5.717 -0.3265 -0.0504 0.2758 -0.584
N -2.540 1.470 4.880 -0.0379 -0.0385 0.1720 -0.024
C -2.732 2.880 4.626 -0.0925 -0.0308 0.0061 -0.951
H -5.028 0.389 6.825 0.0078 -0.0089 -0.0019 0.332
H -4.275 1.987 6.991 -0.0114 0.0229 -0.0202 0.350
H -5.229 1.606 5.550 0.0098 0.0276 0.0039 0.347
H -1.744 1.017 4.450 -0.0601 0.0217 -0.0283 0.068
H -2.845 3.072 3.557 0.0089 0.0394 0.0111 0.254
H -1.880 3.462 4.983 -0.0617 0.0144 0.0204 0.277
H -3.624 3.234 5.135 -0.0167 0.0005 0.0056 0.404
C 2.627 -4.839 -3.466 0.1188 0.1267 0.0957 -0.719
C 4.123 -4.750 -3.278 -0.0336 -0.0232 0.0125 0.787
O 4.631 -4.024 -2.441 -0.0408 0.0654 -0.0186 -0.642
N 4.909 -5.519 -4.087 0.0014 -0.0047 -0.0102 -0.180
C 4.491 -6.432 -5.126 0.0693 0.0168 0.0312 -0.826
H 2.168 -4.175 -2.739 -0.1127 -0.0483 -0.0218 -0.140
H 2.348 -4.524 -4.472 -0.0528 -0.0498 -0.0034 0.347
H 2.267 -5.853 -3.293 -0.0221 -0.0012 -0.0460 0.349
H 5.895 -5.412 -3.911 -0.0006 0.0058 0.0133 0.228
H 4.825 -7.451 -4.914 -0.0320 -0.0117 0.0037 0.274
H 4.893 -6.137 -6.097 -0.0304 0.0065 -0.0126 0.271
H 3.408 -6.440 -5.196 -0.0007 -0.0122 -0.0134 0.314
C 0.647 2.395 -6.808 -0.0507 0.0147 -0.0092 -1.291
C -0.357 2.028 -5.734 0.0682 0.0231 -0.0152 0.826
O -1.515 2.417 -5.791 -0.0187 0.0163 0.0188 -0.669
N 0.084 1.259 -4.713 -0.0332 -0.0450 -0.0398 -0.053
C 1.420 0.731 -4.493 -0.1263 0.1082 0.0629 -1.001
H 0.136 3.009 -7.544 -0.0154 -0.0029 0.0108 0.303
H 1.482 2.957 -6.389 0.0184 -0.0208 -0.0044 0.343
H 1.043 1.504 -7.297 0.0285 0.0041 0.0125 0.358
H -0.624 1.049 -4.025 0.0189 0.0159 0.0274 0.170
H 1.405 -0.358 -4.448 0.0238 -0.0027 -0.0150 0.312
H 1.822 1.103 -3.549 0.0665 -0.0178 -0.0172 0.335
H 2.080 1.040 -5.297 0.0099 -0.0080 -0.0016 0.389

***

83
Properties=species:S:1:pos:R:3:forces:R:3:mulliken_charge:R:1 method="wB97M-V/def2-TZVPD" total_energy_ha=-6632.28947 max_force_ev_per_a=5.71 charge=+1
F -2.779 2.428 -2.925 -1.6589 1.4225 -4.4084 -0.199
C -3.256 2.968 -4.248 0.2956 1.8861 0.1146 0.732
F -3.565 4.417 -3.984 0.7287 -5.5631 -1.0561 -0.227
F -4.454 2.209 -4.695 4.3498 2.7866 1.8901 -0.204
O -2.165 2.981 -5.271 -3.0306 -1.9595 3.7827 -0.295
C -1.636 1.600 -5.411 0.8018 -1.1167 -1.4224 -0.797
C 0.001 1.559 -5.091 -1.9600 -1.1123 -2.0772 -0.106
C 0.476 -0.019 -5.291 -1.2017 0.1052 1.0429 -0.481
O 1.900 -0.254 -5.005 -1.1577 2.1982 0.0465 -0.342
C 2.615 0.982 -4.654 0.8563 0.7978 -0.5369 -0.279
C 1.858 1.941 -3.561 1.6579 0.2932 -0.0179 -0.317
Br 2.365 3.850 -4.071 -0.3464 -1.4733 0.6409 -0.018
N 0.332 1.908 -3.646 0.3141 -1.3670 -0.4894 -0.048
H -2.243 0.793 -4.820 1.1859 1.7425 -0.8404 0.361
H -1.769 1.331 -6.567 0.4498 0.5872 2.5794 0.380
H 0.483 2.294 -5.881 -0.6516 -1.3612 2.1659 0.354
H -0.130 -0.628 -4.462 1.1626 1.1809 -1.6946 0.314
H 0.102 -0.440 -6.322 1.1850 1.0014 1.8305 0.318
H 3.654 0.662 -4.204 -2.2877 0.5953 -0.7084 0.293
H 2.869 1.672 -5.590 -0.7301 -1.7180 1.7208 0.329
H 2.246 1.680 -2.481 -0.8562 0.7061 -1.6359 0.400
H -0.132 2.772 -3.291 0.5668 -0.5245 -0.4086 0.442
H 0.028 1.105 -3.021 0.0981 1.0434 -0.7960 0.445
C -4.324 0.589 0.088 0.1385 -0.1222 -0.0419 -0.820
S -2.639 1.247 0.053 -0.1724 -0.1488 0.2449 0.653
O -1.705 0.087 -0.132 -0.1269 0.3012 -0.0951 -0.656
C -2.584 1.715 1.799 0.0914 -0.0835 0.1079 -1.026
H -4.566 0.198 -0.903 0.1291 0.1227 0.0625 0.355
H -4.395 -0.217 0.823 0.0586 0.0635 -0.0293 0.179
H -5.022 1.390 0.342 0.0992 0.0272 -0.0461 0.359
H -2.762 0.840 2.428 -0.0142 -0.0208 -0.1492 0.308
H -3.339 2.480 1.997 0.0541 -0.0362 -0.1104 0.345
H -1.593 2.122 2.018 -0.1167 -0.0531 -0.1397 0.320
C 3.164 -1.090 0.189 -0.0929 0.1735 -0.2528 -0.633
S 2.764 0.673 0.115 0.0618 -0.7341 1.0443 0.517
O 3.134 1.162 -1.254 0.5226 -0.0024 -0.0954 -0.721
C 4.066 1.208 1.252 0.0789 0.2010 -0.1600 -1.034
H 2.491 -1.628 -0.484 0.0005 0.1894 0.0368 0.322
H 4.197 -1.253 -0.125 -0.0740 0.1360 0.0359 0.343
H 3.020 -1.453 1.210 0.0517 0.0943 -0.0137 0.127
H 5.044 0.904 0.872 -0.1410 -0.0434 -0.0346 0.331
H 3.893 0.770 2.238 -0.0965 -0.0695 -0.1648 0.379
H 4.032 2.298 1.331 -0.0876 -0.1419 -0.0754 0.339
C -7.602 -1.740 3.966 0.0488 -0.0868 0.0436 -0.978
S -6.734 -0.645 2.815 0.1735 -0.1964 0.1170 0.523
O -5.482 -1.349 2.381 -0.4054 0.2472 0.3137 -0.623
C -6.262 0.589 4.051 0.0953 -0.0033 0.0803 -0.844
H -7.956 -2.614 3.415 0.0919 0.1828 -0.0297 0.329
H -6.922 -2.063 4.759 0.0274 0.0747 -0.1236 0.295
H -8.456 -1.212 4.396 0.0716 0.0129 -0.0979 0.384
H -5.665 0.122 4.838 -0.0443 -0.0476 -0.1128 0.296
H -7.160 1.041 4.478 0.0409 -0.0581 -0.0951 0.393
H -5.668 1.364 3.559 -0.1080 -0.1471 -0.0307 0.207
C 3.486 -3.762 5.315 0.1207 0.0890 0.0063 -0.977
S 2.782 -3.590 3.657 -0.1496 0.1004 0.2526 0.467
O 3.502 -2.463 2.976 -0.1645 -0.0928 0.2740 -0.632
C 1.176 -2.958 4.200 0.0501 0.0502 -0.0475 -0.899
H 4.516 -4.113 5.221 -0.1594 0.0364 -0.0981 0.332
H 3.478 -2.796 5.826 -0.0413 -0.0451 -0.1246 0.310
H 2.905 -4.492 5.883 0.0063 0.0431 -0.1282 0.377
H 1.310 -2.042 4.780 0.0956 -0.0850 -0.0518 0.354
H 0.671 -3.715 4.805 -0.0007 0.0478 -0.1051 0.339
H 0.572 -2.740 3.316 0.1241 -0.1061 0.0863 0.288
C -2.600 -5.975 3.209 0.0860 0.0129 -0.0565 -0.900
S -3.128 -5.183 4.748 0.2965 0.2219 0.0288 0.485
O -2.189 -4.043 5.014 -0.1839 -0.5781 -0.1236 -0.575
C -2.649 -6.547 5.835 0.0825 -0.0182 0.0709 -0.904
H -2.771 -5.280 2.384 -0.0423 -0.0090 0.2017 0.299
H -1.536 -6.220 3.261 -0.0750 0.0515 0.0841 0.282
H -3.186 -6.882 3.046 0.0027 0.0911 0.0579 0.374
H -1.582 -6.757 5.725 -0.0748 0.0814 -0.0523 0.278
H -3.234 -7.435 5.587 0.0065 0.1126 -0.0154 0.357
H -2.855 -6.256 6.868 -0.0196 0.0584 -0.1982 0.312
C 6.571 4.073 -3.038 0.0667 -0.0870 0.0125 -0.736
S 6.024 5.065 -4.449 0.1740 -0.2851 -0.3344 0.543
O 6.011 4.170 -5.653 0.0306 0.3362 0.6206 -0.608
C 7.514 6.087 -4.549 0.0830 0.0199 -0.0602 -0.962
H 5.803 3.329 -2.817 0.0115 0.1385 -0.1000 0.136
H 7.509 3.565 -3.280 -0.0861 0.0763 -0.0747 0.324
H 6.709 4.720 -2.169 -0.0469 0.0001 -0.0905 0.349
H 8.392 5.455 -4.697 -0.1417 -0.0309 -0.0001 0.301
H 7.620 6.669 -3.630 -0.0796 -0.0605 -0.0562 0.345
H 7.411 6.768 -5.397 -0.0989 -0.1516 0.1112 0.315

***

84
Properties=species:S:1:pos:R:3:forces:R:3:mulliken_charge:R:1 method="wB97M-V/def2-TZVPD" total_energy_ha=-4945.92388 max_force_ev_per_a=12.54 de_lowest_ev=2.994 smiles="N#C[C@H]([PH2]=N)[C@@](F)(Br)C#N.OCCO.OCCO.OCCO.OCCO.OCCO.OCCO.OCCO" charge=0
N -1.301 0.640 1.770 1.1591 -11.9748 -3.5528 -0.545
C -1.169 -0.608 1.372 -0.3846 9.1874 1.1094 -0.213
C -0.851 -1.956 0.493 1.2758 1.1395 1.6708 0.347
P -2.360 -3.138 0.679 -3.7257 0.4555 -2.4063 0.360
N -3.541 -2.581 -0.331 1.7599 -2.0338 0.6406 -0.727
C 0.574 -2.567 1.031 1.3635 0.8501 -1.0953 0.599
F 1.484 -1.459 1.506 -2.4392 -3.1665 -1.5643 -0.162
Br 0.387 -3.899 2.523 0.1810 1.3157 -1.4953 0.025
C 1.285 -3.316 -0.261 4.8654 -5.2054 -4.7947 0.076
N 1.927 -4.043 -1.130 -6.0337 6.7491 8.0304 -0.579
H -0.723 -1.731 -0.648 -0.5224 -0.0533 2.2123 0.428
H -2.932 -3.116 2.016 1.4207 0.1709 -0.5656 0.116
H -2.033 -4.527 0.363 0.5173 1.1447 0.6373 0.130
H -3.802 -3.348 -1.018 0.5451 1.3021 1.0260 0.210
O 1.130 -2.667 -3.598 -0.1960 -0.1568 0.0306 -0.613
C 2.310 -2.190 -4.247 0.1296 -0.3830 -0.1999 -0.170
C 2.403 -2.812 -5.636 -0.5871 0.0221 0.0755 -0.308
O 1.239 -2.483 -6.390 -0.3115 0.3199 0.3555 -0.575
H 1.271 -3.608 -3.392 -0.0711 0.4762 -0.0212 0.330
H 2.222 -1.102 -4.318 -0.0248 -0.1303 0.0272 0.228
H 3.182 -2.440 -3.635 0.1577 0.1007 -0.0812 0.170
H 3.283 -2.447 -6.173 -0.1153 -0.0350 -0.0011 0.326
H 2.452 -3.903 -5.569 0.3118 0.1311 0.1580 0.236
H 0.494 -2.505 -5.757 0.4750 -0.0525 -0.4270 0.341
O 5.974 -4.354 -2.937 -0.1960 0.1429 0.1453 -0.530
C 5.597 -5.717 -3.140 -0.3604 0.1400 0.1898 -0.512
C 4.278 -5.763 -3.901 0.3566 0.2516 -0.3304 0.089
O 4.414 -5.081 -5.146 0.5172 0.0260 0.1803 -0.526
H 5.353 -3.974 -2.292 0.3425 -0.1183 -0.2901 0.299
H 6.393 -6.188 -3.724 -0.1235 0.1326 0.0580 0.281
H 5.521 -6.216 -2.170 -0.0581 -0.1916 -0.0890 0.323
H 3.972 -6.794 -4.099 0.0254 0.1189 -0.0535 0.350
H 3.488 -5.257 -3.337 -0.0375 -0.1609 0.3565 -0.101
H 4.995 -4.314 -4.969 -0.3297 -0.4405 -0.0810 0.368
O -4.445 1.931 3.038 -0.2803 -0.0791 -0.0061 -0.416
C -5.139 1.126 3.992 -0.0599 -0.0648 -0.4022 -0.510
C -5.168 -0.317 3.502 0.4028 0.0838 0.0027 -0.365
O -3.836 -0.789 3.309 0.1795 0.3199 0.0902 -0.417
H -5.008 1.996 2.248 0.5301 0.0674 0.1870 0.250
H -4.590 1.199 4.936 -0.0424 -0.0137 -0.1568 0.254
H -6.148 1.524 4.132 -0.0886 -0.1733 0.1716 0.327
H -5.669 -0.969 4.223 0.0962 0.0175 -0.0602 0.326
H -5.682 -0.387 2.538 -0.2927 0.1093 0.0497 0.286
H -3.332 -0.030 2.954 -0.2406 -0.3710 0.0911 0.285
O 1.256 1.553 -2.592 -0.2105 -0.2838 -0.2779 -0.596
C 1.518 1.426 -1.194 0.0807 -0.3130 0.0386 -0.371
C 2.506 0.286 -0.972 0.2498 0.4523 -0.2659 0.271
O 3.708 0.542 -1.695 -0.2223 0.2431 -0.2460 -0.604
H 0.735 0.777 -2.863 0.2517 0.3993 0.0445 0.317
H 1.946 2.375 -0.858 -0.1043 -0.2018 -0.0758 0.270
H 0.576 1.250 -0.666 0.0429 -0.0081 0.2355 0.254
H 2.752 0.177 0.087 0.0424 0.0399 -0.1626 0.213
H 2.096 -0.659 -1.344 -0.3109 -0.1866 0.1113 -0.191
H 3.432 0.961 -2.535 0.1465 -0.2649 0.5054 0.395
O 1.309 7.049 0.044 -0.0914 0.0437 -0.2878 -0.544
C 0.615 6.244 0.997 -0.2726 -0.1320 -0.3015 -0.533
C 0.586 4.801 0.507 0.4141 0.1479 0.0364 -0.117
O 1.918 4.330 0.314 0.2198 0.4716 0.1030 -0.511
H 0.746 7.114 -0.747 0.3104 0.0089 0.3939 0.316
H 1.164 6.317 1.941 -0.0171 -0.0061 -0.1872 0.284
H -0.393 6.643 1.137 -0.0519 -0.1704 0.1351 0.302
H 0.085 4.149 1.228 0.0923 0.0145 -0.0713 0.249
H 0.072 4.731 -0.457 -0.3271 0.1145 0.0540 0.215
H 2.422 5.089 -0.040 -0.3056 -0.4561 0.1651 0.328
O 1.862 0.173 6.409 0.2762 0.1320 -0.0932 -0.547
C 0.682 0.083 5.610 0.1790 0.1117 -0.3345 -0.541
C 0.974 -0.771 4.382 0.1025 -0.1839 0.4493 0.391
O 1.415 -2.065 4.788 0.1156 0.1234 0.5717 -0.478
H 2.501 0.725 5.925 -0.2947 -0.2753 0.2943 0.327
H -0.091 -0.385 6.228 0.1650 0.0422 -0.0641 0.310
H 0.359 1.090 5.333 -0.1802 -0.0974 -0.1260 0.316
H 0.082 -0.885 3.759 0.1247 -0.0064 0.1290 -0.235
H 1.774 -0.326 3.783 -0.1584 0.3103 -0.0838 0.145
H 1.967 -1.923 5.582 -0.2833 -0.0506 -0.4951 0.327
O -5.003 3.629 0.720 -0.3678 -0.0689 0.2291 -0.528
C -4.893 4.261 -0.556 -0.3015 0.2316 -0.0460 -0.530
C -4.884 5.773 -0.366 0.4175 -0.1897 0.3330 -0.323
O -3.800 6.146 0.483 0.0835 -0.4618 0.0649 -0.500
H -5.901 3.798 1.053 0.4416 0.0268 -0.1461 0.294
H -3.953 3.925 -1.002 -0.1304 0.0348 0.1490 0.273
H -5.726 3.939 -1.188 0.0808 0.1126 -0.1654 0.321
H -4.773 6.290 -1.323 0.0339 -0.0358 0.1240 0.320
H -5.807 6.108 0.117 -0.2633 -0.0876 -0.2124 0.275
H -3.734 5.442 1.158 -0.0687 0.4492 -0.3465 0.346